Record 1
C36H90CrN5O13 | ωB97M-V with the def2-TZVPD basis set

LUMO level (spin up / spin down): -2.911 / -3.228 eV
DFT total energy: -3721.57520 hartree

```
! wB97M-V def2-TZVPD RIJCOSX def2/J DEFGRID3
* xyz 1 5
Cr 16.2814 7.6736 -15.7434
O 19.0585 4.2251 -18.1121
O 10.8575 -2.6807 -16.6077
O 11.9645 6.0668 -20.8215
O 16.1329 11.8929 -22.7321
O 16.8533 1.1843 -15.8016
O 16.8249 -1.1508 -20.7055
O 11.2259 -0.3572 -12.9871
O 14.8528 6.6654 -17.0943
O 11.9461 1.7483 -17.4419
O 19.3744 5.8443 -13.2495
O 16.8497 5.8049 -17.1863
O 15.6532 3.7026 -12.9457
O 17.2525 9.0471 -17.2364
N 13.3402 0.0785 -16.1115
N 18.5127 7.7810 -15.0235
N 16.0549 6.1255 -14.1303
N 12.1924 2.2054 -14.4827
N 14.1040 9.1939 -21.1210
C 15.4346 1.4035 -15.7550
C 12.8159 -1.3008 -16.4417
C 15.2165 5.0171 -18.8029
C 20.8592 4.1715 -19.7645
C 18.8516 9.1354 -15.5561
C 19.7437 4.9624 -19.0957
C 19.4441 6.7105 -15.4626
C 15.3504 11.2172 -21.7213
C 16.0014 -0.0670 -20.3431
C 16.6985 9.3353 -18.5956
C 14.8445 6.0114 -13.3269
C 14.7835 0.1627 -16.2713
C 12.6285 1.5885 -18.6651
C 19.3170 5.4375 -14.5480
C 15.2160 0.3183 -21.6510
C 10.6253 0.8982 -12.9423
C 11.2764 -1.3833 -16.2686
C 14.8336 9.8437 -22.1873
C 9.4606 -2.7551 -16.7359
C 18.9031 4.7899 -12.4306
C 16.5596 13.1910 -22.2967
C 11.2863 2.7984 -15.4256
C 12.5455 7.3318 -20.4498
C 13.3579 8.0070 -21.5820
C 18.6109 9.2966 -17.0277
C 15.9479 2.7013 -11.9559
C 11.5760 2.0997 -13.1684
C 18.7924 5.5112 -20.1765
C 11.0649 5.6018 -19.8021
C 15.1098 4.8688 -12.2921
C 11.9898 3.0084 -16.8000
C 10.2996 -1.2835 -12.4397
C 15.6505 5.8233 -17.5851
C 13.7307 5.8100 -14.3787
C 16.8715 1.0561 -19.7814
C 17.6214 2.3455 -15.6163
H 20.2585 5.7876 -18.6037
H 12.9587 0.7355 -16.7770
H 15.8626 0.8101 -22.3778
H 13.2735 -1.9885 -15.7305
H 11.4748 3.7044 -17.4622
H 13.7066 1.7358 -18.6011
H 8.9118 -2.8789 -15.8024
H 18.8134 7.7911 -14.0593
H 13.0395 3.2997 -16.7640
H 13.1508 7.2675 -19.5457
H 16.3040 1.9831 -19.8629
H 11.6181 5.5223 -18.8663
H 15.5362 3.9806 -18.9105
H 11.7915 8.0759 -20.1930
H 15.2542 -0.7010 -15.8017
H 17.3084 2.9798 -16.4456
H 10.9066 3.7681 -15.1034
H 18.3250 5.0302 -14.7433
H 19.9259 9.3090 -15.4946
H 10.1660 6.2172 -19.7647
H 15.7307 9.2535 -22.3741
H 12.2278 2.2936 -19.3935
H 17.8705 4.5934 -12.7193
H 10.3932 2.1751 -15.4706
H 16.1761 5.1791 -14.4615
H 21.4424 3.5957 -19.0458
H 16.7985 13.8249 -23.1506
H 10.3459 -1.3069 -11.3510
H 19.2934 8.5414 -17.4174
H 15.2683 1.4471 -14.6787
H 14.3195 0.9265 -21.5302
H 14.5144 6.9082 -12.8025
H 17.8150 1.2268 -20.2998
H 9.7378 1.0771 -13.5492
H 12.6923 8.2753 -22.4024
H 13.5813 9.8159 -20.5210
H 17.3723 2.8651 -14.6910
H 16.9255 0.9786 -18.6956
H 17.0102 8.5594 -19.2948
H 14.0229 5.0248 -15.0759
H 14.9797 2.3022 -11.6534
H 13.0589 -1.6240 -17.4539
H 15.2925 -0.4196 -19.5939
H 14.1920 9.7602 -23.0645
H 12.3574 1.9431 -12.4248
H 19.2366 6.5413 -16.5193
H 13.4047 6.7245 -14.8742
H 20.4593 3.4707 -20.4974
H 15.9669 11.1024 -20.8298
H 15.0456 2.3124 -16.2139
H 18.6510 2.0482 -15.8150
H 18.8847 5.1794 -11.4127
H 10.2776 1.0923 -11.9276
H 17.0175 10.3346 -18.8918
H 18.2326 9.8830 -15.0601
H 11.1200 -1.1717 -15.2109
H 9.2908 -1.1567 -12.8328
H 18.0948 4.7871 -20.5974
H 9.3575 -3.7261 -17.2205
H 21.6535 4.7523 -20.2333
H 16.5152 1.8380 -12.3038
H 10.8529 -0.6248 -16.9270
H 20.4815 7.0430 -15.5013
H 14.1389 4.7049 -11.8246
H 12.8380 5.2853 -14.0384
H 14.1346 4.9189 -18.8915
H 18.2253 4.6554 -17.9065
H 10.6060 -2.2404 -12.8622
H 20.0494 4.6435 -14.6941
H 14.5367 11.8794 -21.4254
H 11.0783 3.0267 -12.8834
H 14.0794 7.2384 -21.8589
H 12.3401 0.5724 -18.9344
H 15.7588 5.1805 -11.4737
H 15.8150 13.7431 -21.7232
H 12.6702 1.3846 -14.8261
H 19.4314 3.8381 -12.4853
H 18.9091 10.3068 -17.3084
H 9.0231 -1.9660 -17.3474
H 15.0655 0.0507 -17.3182
H 15.4687 5.4998 -19.7471
H 16.7773 6.1749 -13.4260
H 16.2817 -1.9420 -20.7308
H 17.4389 13.0575 -21.6666
H 14.8434 -0.5843 -22.1354
H 16.4453 3.1012 -11.0723
H 19.3166 5.9746 -21.0122
H 15.6131 9.3990 -18.5189
H 18.2089 6.3557 -19.8097
H 10.6953 4.6204 -20.0993
*
```

Atom charges from the Mulliken analysis, given in e for atoms 1 to 5: -0.127, -0.478, -0.407, -0.398, -0.360

***

Record 2
C36H90O24P6 | ωB97M-V with the def2-TZVPD basis set

Energy relative to the best compared isomer or geometry (same formula, charge and spin): 163.5 kcal/mol
LUMO level: 0.443 eV
SMILES: CCOP(=O)(OCC)OCC.CCOP(=O)(OCC)OCC.CCOP(=O)(OCC)OCC.CCOP(=O)(OCC)OCC.CCOP(=O)(OCC)OCC.CCOP(=O)(OCC)OCC
DFT total energy: -5279.95392 hartree

```
! wB97M-V def2-TZVPD RIJCOSX def2/J DEFGRID3
* xyz 0 1
P -21.2267 20.8447 -11.3354
P -32.9845 19.7236 -22.2474
P -32.3469 14.6052 -14.9352
P -25.0095 24.5037 -17.9706
P -28.6391 21.8981 -15.8740
P -33.9486 20.2933 -10.1379
O -26.1642 24.3387 -19.1080
O -28.5392 21.0797 -17.0901
O -27.4451 22.9809 -15.5804
O -31.3298 19.7497 -22.4296
O -35.5446 20.7196 -10.5175
O -21.2782 19.3915 -10.6566
O -31.2782 14.3837 -13.8846
O -28.7657 21.0926 -14.4584
O -32.7234 13.2002 -15.5130
O -33.6682 19.5197 -23.5308
O -25.4122 25.3901 -16.8603
O -24.8407 22.9109 -17.6411
O -20.1127 21.6752 -10.8205
O -33.0199 21.2241 -11.1965
O -33.2927 20.9593 -21.3355
O -33.5718 18.8501 -9.9530
O -22.7236 21.3327 -11.0799
O -33.7463 21.1843 -8.7240
O -31.9345 15.5612 -16.1857
O -33.8450 15.1777 -14.4127
O -21.0665 20.5990 -12.9207
O -23.7293 24.9590 -18.8227
O -33.2251 18.5007 -21.1832
O -29.9627 22.8274 -15.8732
C -34.8646 21.6991 -19.6255
C -34.1838 19.7725 -6.6109
C -23.5898 21.7270 -12.2317
C -32.8637 17.7677 -16.3928
C -21.3288 19.2385 -9.2546
C -20.0219 19.7549 -13.4077
C -29.3935 19.3864 -21.0664
C -24.2962 20.4965 -12.6696
C -18.6900 19.9634 -12.8238
C -27.2124 23.4858 -18.8679
C -34.6499 20.8334 -7.6704
C -35.7673 22.1143 -10.3573
C -34.5108 16.7389 -12.8648
C -34.6113 21.4454 -21.1453
C -33.5665 12.2135 -14.8653
C -37.0256 22.4474 -11.2517
C -23.1478 26.2171 -18.8661
C -21.7513 26.1784 -18.3396
C -30.5786 20.3590 -21.3915
C -33.8422 16.2122 -21.2973
C -28.4069 18.7877 -14.3315
C -30.9344 22.1468 -11.8973
C -23.0598 21.5760 -16.6680
C -22.7053 18.7251 -8.9112
C -27.7197 20.1142 -14.2517
C -34.3754 17.6949 -21.4173
C -27.7660 24.1239 -14.6620
C -30.9026 22.7608 -16.8761
C -31.6403 16.9426 -15.8965
C -32.0739 22.0829 -16.3864
C -28.0013 23.2841 -20.1434
C -34.0690 15.2367 -12.9633
C -24.1687 22.6747 -16.3868
C -31.7155 20.7951 -11.6568
C -26.9014 23.8741 -13.3982
C -33.6524 10.8832 -15.5822
H -30.1174 21.2983 -21.6966
H -33.4216 20.2141 -5.9689
H -28.8406 19.7071 -20.1835
H -28.9337 18.5243 -15.2487
H -30.6254 22.2380 -17.7915
H -32.1255 22.1932 -15.3032
H -21.3074 25.8853 -19.2910
H -36.1539 22.2867 -9.3528
H -31.2532 22.9302 -11.2097
H -27.1467 24.3789 -12.4638
H -20.5907 18.5497 -8.8434
H -34.8375 22.3196 -21.7558
H -20.4657 18.7735 -13.2401
H -34.9457 19.3591 -5.9500
H -23.0842 26.5903 -19.8883
H -18.6796 19.8767 -11.7373
H -37.8048 21.6894 -11.3319
H -21.2736 27.0892 -17.9785
H -35.8060 22.1657 -19.3354
H -18.0367 19.1775 -13.2028
H -34.8394 21.7527 -7.1163
H -31.3154 20.1931 -10.8410
H -34.9195 20.6873 -19.2239
H -26.8820 20.1447 -14.9484
H -29.8840 21.9059 -11.7336
H -34.0902 22.3270 -19.1850
H -26.8976 22.4575 -18.6902
H -28.9389 19.2480 -22.0473
H -28.9422 18.7070 -13.3855
H -37.4193 23.4412 -11.0384
H -34.9875 18.0354 -20.5822
H -32.6892 10.3891 -15.4551
H -21.6849 25.2670 -17.7453
H -22.9014 17.8485 -9.5286
H -34.8567 14.5563 -12.6397
H -27.3454 22.8478 -20.8968
H -33.2980 15.9911 -22.2155
H -34.2375 17.4043 -13.6838
H -34.2671 17.1340 -11.8786
H -28.7858 24.2861 -14.3131
H -24.3097 22.4835 -11.9196
H -18.2688 20.9552 -12.9881
H -23.3999 20.8584 -17.4146
H -30.9287 22.6378 -12.8704
H -33.0529 11.9777 -13.9333
H -33.2046 16.1246 -20.4176
H -26.8818 22.8458 -13.0373
H -34.4930 12.5373 -14.3911
H -32.9826 22.2919 -16.9508
H -31.8716 21.0144 -16.4614
H -33.8087 10.9307 -16.6599
H -31.1753 20.4779 -20.4870
H -30.6959 17.2734 -16.3286
H -22.9371 22.1500 -12.9953
H -27.7997 17.8838 -14.2821
H -33.8102 17.3625 -16.0350
H -31.6191 20.1603 -12.5377
H -23.5701 23.5038 -16.0095
H -25.2097 20.3053 -12.1066
H -34.7142 15.5597 -21.2518
H -24.9068 22.3617 -15.6483
H -33.7964 18.8495 -7.0424
H -31.2177 23.7623 -17.1690
H -28.3167 24.2509 -20.5358
H -22.7412 18.5101 -7.8432
H -35.6761 20.6722 -8.0008
H -24.5103 20.6198 -13.7312
H -20.0016 20.0403 -14.4594
H -31.6165 17.1059 -14.8190
H -29.8431 18.4454 -20.7495
H -22.6806 21.0088 -15.8180
H -23.6270 26.9197 -18.1843
H -23.7735 19.5407 -12.6333
H -35.3712 20.7104 -21.4106
H -32.6419 18.8053 -16.1434
H -33.1049 15.1224 -12.4679
H -32.9062 17.8672 -17.4774
H -27.7639 23.8426 -17.9981
H -22.1516 22.0658 -17.0195
H -25.9098 24.2375 -13.6682
H -36.6547 22.4577 -12.2766
H -34.3614 10.2666 -15.0298
H -23.2640 19.5972 -9.2510
H -27.1938 20.2807 -13.3116
H -28.9263 22.7088 -20.1822
H -35.5996 16.7082 -12.8246
H -27.4314 24.9693 -15.2631
H -21.3167 20.1467 -8.6521
H -34.9575 17.8124 -22.3314
H -34.9059 22.7708 -10.4802
*
```

Atom charges from the Mulliken analysis, given in e for atoms 1 to 5: 0.570, 0.751, 1.061, 0.942, 0.151